Model a:
19
Properties=species:S:1:pos:R:3:lowdin_charge:R:1 method="wB97M-V/def2-TZVPD" homo_lumo_gap_ev="7.620 / 8.697"
C -0.325 0.003 -0.397 -0.01
C 1.415 0.012 0.293 -0.22
C -1.201 1.199 -0.223 -0.14
C -1.659 -0.210 0.172 -0.36
C 1.973 -1.175 0.883 -0.14
C 2.215 1.124 -0.283 -0.13
C -2.716 -0.867 -0.586 -0.09
H -1.200 1.956 0.514 0.08
H -1.559 1.683 -1.115 0.09
H -1.721 -0.320 1.361 0.18
H 2.848 -1.552 0.205 0.11
H 2.507 -0.978 1.877 0.11
H 1.371 -2.043 1.050 0.06
H 3.329 0.797 -0.412 0.10
H 1.856 1.390 -1.356 0.11
H 2.118 1.942 0.464 0.08
H -2.963 -1.870 -0.615 0.06
H -2.637 -0.564 -1.560 0.06
H -3.650 -0.528 -0.271 0.06

---

Model b:
19
Properties=species:S:1:pos:R:3:lowdin_charge:R:1 method="wB97M-V/def2-TZVPD" homo_lumo_gap_ev=10.804
C 2.445 0.238 -0.716 -0.11
C 1.042 -0.345 -0.759 -0.24
C 0.264 -0.115 0.537 -0.28
C -0.637 1.157 0.733 -0.10
C -1.873 0.244 0.844 -0.21
C -1.959 -0.564 -0.429 -0.08
C -0.990 -0.961 0.645 -0.22
H 2.985 0.025 -1.642 0.07
H 3.007 -0.204 0.115 0.07
H 2.408 1.323 -0.572 0.08
H 0.482 0.076 -1.602 0.10
H 1.078 -1.422 -0.929 0.11
H 0.932 -0.238 1.399 0.14
H -0.658 1.878 -0.095 0.11
H -0.398 1.696 1.655 0.11
H -2.680 0.381 1.560 0.13
H -2.773 -1.250 -0.583 0.10
H -1.592 -0.053 -1.320 0.10
H -1.063 -1.938 1.112 0.13

---

Model c:
19
Properties=species:S:1:pos:R:3:lowdin_charge:R:1 method="wB97M-V/def2-TZVPD" homo_lumo_gap_ev=9.206
C -1.688 0.498 -1.253 -0.11
C -1.295 -0.903 -0.745 -0.24
C 0.107 -1.210 -0.329 -0.31
C 0.630 -2.469 -0.320 0.04
C 1.462 1.979 1.535 -0.10
C 0.541 0.867 1.037 -0.16
C 0.972 -0.119 0.258 -0.10
H -2.372 0.357 -2.080 0.06
H -2.260 1.043 -0.458 0.08
H -0.762 1.002 -1.515 0.07
H -1.561 -1.518 -1.619 0.11
H -1.907 -1.271 0.108 0.13
H -0.130 -3.282 -0.399 0.07
H 1.648 -2.753 -0.536 0.05
H 2.368 2.017 0.957 0.06
H 1.727 1.854 2.618 0.08
H 0.955 2.958 1.472 0.07
H -0.483 1.209 0.911 0.08
H 2.048 -0.258 0.359 0.11

---

Least stable of them? model a.

---

Model a:
19
Properties=species:S:1:pos:R:3:lowdin_charge:R:1 method="wB97M-V/def2-TZVPD" homo_lumo_gap_ev=9.266
C -2.100 0.591 1.272 -0.11
C -1.811 1.661 0.197 -0.26
C -0.693 1.485 -0.799 -0.12
C -0.257 0.267 -1.170 -0.14
C 1.130 -0.227 -1.059 -0.13
C 1.365 -1.375 -0.409 -0.17
C 2.703 -1.864 0.036 -0.11
H -3.027 0.861 1.776 0.06
H -1.437 0.590 2.146 0.07
H -2.060 -0.392 0.797 0.06
H -2.817 1.841 -0.248 0.11
H -1.572 2.582 0.740 0.10
H 0.063 2.264 -0.677 0.10
H -0.993 -0.553 -1.183 0.10
H 1.829 0.425 -1.604 0.12
H 0.491 -2.017 -0.454 0.10
H 3.518 -1.403 -0.534 0.08
H 2.926 -1.773 1.105 0.07
H 2.742 -2.962 0.069 0.07

---

Model b:
19
Properties=species:S:1:pos:R:3:lowdin_charge:R:1 method="wB97M-V/def2-TZVPD" homo_lumo_gap_ev=10.282
C -2.093 -0.182 -0.436 -0.10
C -1.000 0.662 0.196 -0.36
C -0.103 -0.196 1.183 -0.11
C 1.339 0.305 0.890 -0.33
C 2.405 -0.768 0.721 -0.06
C 0.796 0.941 -0.316 -0.04
C -0.141 1.423 -1.005 0.00
H -1.658 -0.976 -1.053 0.08
H -2.697 -0.653 0.353 0.08
H -2.741 0.427 -1.070 0.08
H -1.430 1.503 0.745 0.13
H -0.411 -0.089 2.227 0.12
H -0.176 -1.253 0.901 0.12
H 1.659 1.057 1.621 0.14
H 2.083 -1.523 -0.003 0.08
H 2.595 -1.261 1.680 0.08
H 3.347 -0.335 0.370 0.08
H -0.662 0.598 -3.238 -0.01
H -1.112 0.318 -3.764 0.03

---

Least stable of them? model b.

---

Model a:
19
Properties=species:S:1:pos:R:3:lowdin_charge:R:1 method="wB97M-V/def2-TZVPD" homo_lumo_gap_ev=9.312
C 2.304 0.164 0.904 -0.08
C 0.989 -0.168 0.304 -0.38
C -0.220 -0.101 0.881 -0.09
C -1.247 -0.711 -0.027 -0.37
C -2.372 0.251 -0.409 -0.07
C -0.421 -1.133 -1.217 -0.06
C 0.858 -0.788 -1.018 -0.04
H 1.002 2.374 0.077 0.07
H 2.292 0.999 1.613 0.07
H 3.092 0.325 0.162 0.08
H 2.517 -0.770 1.450 0.09
H -0.429 0.304 1.868 0.12
H 0.301 2.149 0.182 0.06
H -1.669 -1.600 0.469 0.15
H -1.948 1.128 -0.911 0.08
H -2.913 0.591 0.480 0.08
H -3.080 -0.232 -1.089 0.08
H -0.825 -1.639 -2.088 0.11
H 1.706 -0.961 -1.674 0.11

---

Model b:
19
Properties=species:S:1:pos:R:3:lowdin_charge:R:1 method="wB97M-V/def2-TZVPD" homo_lumo_gap_ev=8.171
C 2.777 0.348 -0.665 -0.12
C 1.271 0.063 -0.785 -0.32
C 0.664 0.439 0.519 0.03
C -0.620 1.199 0.413 -0.22
C -1.747 0.200 0.715 -0.28
C -1.998 -0.942 -0.228 -0.12
C -1.339 -1.200 1.094 -0.13
H 3.277 0.292 -1.636 0.07
H 3.236 -0.359 0.030 0.07
H 2.934 1.352 -0.256 0.07
H 0.830 0.537 -1.680 0.10
H 1.130 -1.027 -0.902 0.13
H -0.263 -1.356 1.144 0.07
H -0.801 1.687 -0.560 0.11
H -0.628 1.964 1.199 0.11
H -2.620 0.630 1.201 0.13
H -3.025 -1.279 -0.335 0.10
H -1.421 -0.993 -1.150 0.10
H -1.879 -1.739 1.863 0.10

---

Model c:
19
Properties=species:S:1:pos:R:3:lowdin_charge:R:1 method="wB97M-V/def2-TZVPD" homo_lumo_gap_ev=9.976
C -2.397 -0.317 0.019 -0.08
C -1.159 0.500 -0.056 -0.51
C -0.097 0.065 0.865 -0.11
C 1.259 0.455 0.248 -0.37
C 2.291 -0.658 0.416 -0.09
C 0.881 0.717 -1.195 -0.06
C -0.440 0.696 -1.369 -0.04
H -1.623 -1.607 0.247 0.12
H -2.886 -0.261 0.999 0.07
H -3.113 -0.051 -0.791 0.08
H -1.795 1.361 0.256 0.16
H -0.229 0.160 1.945 0.11
H -0.624 -1.443 0.650 0.15
H 1.678 1.385 0.683 0.14
H 1.899 -1.585 -0.014 0.08
H 2.492 -0.833 1.479 0.08
H 3.237 -0.409 -0.077 0.07
H 1.625 0.872 -1.977 0.11
H -0.969 0.819 -2.310 0.11

---

Model d:
19
Properties=species:S:1:pos:R:3:lowdin_charge:R:1 method="wB97M-V/def2-TZVPD" homo_lumo_gap_ev=10.351
C 0.435 -0.654 -2.171 -0.07
C -0.134 -0.970 -0.794 -0.33
C 0.807 -0.689 0.411 -0.11
C -0.145 -0.003 1.477 -0.37
C 0.544 1.145 2.193 -0.09
C -1.553 0.577 0.833 0.02
C -1.082 -0.048 -0.156 -0.13
H 0.749 0.392 -2.241 0.08
H 1.309 -1.290 -2.353 0.08
H -0.293 -0.852 -2.964 0.07
H -0.520 -1.997 -0.774 0.14
H 1.312 -1.578 0.798 0.12
H 1.561 0.040 0.095 0.12
H -0.488 -0.757 2.192 0.13
H 0.839 1.919 1.476 0.09
H 1.447 0.785 2.705 0.08
H -0.130 1.599 2.924 0.08
H -2.258 1.339 -1.563 0.03
H -2.531 0.981 -2.155 0.06

---

Least stable of them? model d.